Entry 1:
Here is 2 unconnected molecules or ions with the total composition C20H19F4 from the OMol25 dataset. Energies are from ωB97M-V/def2-TZVPD.

Last column: Mulliken charge in e.
Cartesian coordinates (Å):
1 C -1.96 -2.45 1.22  -1.42
2 C -0.47 -2.47 1.24  0.85
3 C 0.21 -1.31 1.19  0.43
4 C 1.69 -1.19 1.29  -0.98
5 C 2.43 -2.51 1.04  -0.82
6 C 1.73 -3.71 1.68  -0.84
7 C 0.23 -3.80 1.34  -0.74
8 H -2.39 -3.46 1.16  0.37
9 H -2.36 -1.96 2.12  0.32
10 H -2.34 -1.87 0.37  0.20
11 H -0.34 -0.38 1.19  -0.03
12 H 2.04 -0.42 0.59  0.27
13 H 1.94 -0.83 2.30  0.35
14 H 2.53 -2.68 -0.04  0.32
15 H 3.45 -2.43 1.44  0.36
16 H 2.23 -4.63 1.37  0.36
17 H 1.84 -3.64 2.77  0.33
18 H -0.27 -4.42 2.11  0.40
19 H 0.10 -4.37 0.41  0.34
20 F 0.21 1.98 -5.10  -0.28
21 C -0.34 1.20 -4.10  0.17
22 C -1.24 0.20 -4.48  -0.58
23 C -1.85 -0.50 -3.44  0.31
24 F -2.71 -1.52 -3.76  -0.27
25 C -1.64 -0.20 -2.10  -0.81
26 C -0.77 0.88 -1.73  1.16
27 C -0.79 1.27 -0.37  -0.54
28 C -0.25 2.42 0.27  0.67
29 C -0.39 2.52 1.69  -0.77
30 C 0.07 3.64 2.35  0.31
31 F -0.16 3.76 3.70  -0.28
32 C 0.75 4.69 1.71  -0.64
33 C 0.85 4.58 0.32  0.28
34 F 1.48 5.60 -0.36  -0.28
35 C 0.33 3.53 -0.42  -0.86
36 C -0.01 1.49 -2.78  -0.70
37 H -1.46 -0.01 -5.52  0.50
38 H -2.17 -0.75 -1.32  0.24
39 H -1.53 0.73 0.24  0.85
40 H -0.90 1.73 2.23  0.52
41 H 1.13 5.55 2.25  0.50
42 H 0.33 3.57 -1.50  0.64
43 H 0.79 2.19 -2.56  0.79

Results
max |F|: 1.91 eV/A
LUMO level: -6.8 eV
orbital gap: 4.8 eV
total charge: +1
2S+1: 1

=====

Entry 2:
Here is a gas-phase ion, C20H19N2O2 (charge +1) from the OMol25 dataset. Energies are from ωB97M-V/def2-TZVPD.

Last column: Mulliken charge in e.
Cartesian coordinates (Å):
1 C 0.44 -2.81 2.55  -0.54
2 C 0.62 -1.60 1.99  -0.31
3 N -0.01 -1.62 0.75  0.36
4 C -0.03 -0.59 -0.26  0.59
5 C -1.33 0.21 -0.12  0.49
6 C -1.39 1.53 0.37  -0.35
7 C -2.59 2.24 0.38  -1.24
8 C -3.74 1.58 -0.05  -0.03
9 C -3.72 0.20 -0.37  0.45
10 C -2.51 -0.48 -0.42  -0.66
11 C -5.10 -0.20 -0.77  -0.62
12 C -5.89 1.11 -0.68  -0.36
13 O -4.95 2.17 -0.25  -0.51
14 C 1.31 0.17 -0.36  0.41
15 C 1.32 1.45 -0.96  -0.66
16 C 2.49 2.17 -1.13  -1.41
17 C 3.69 1.54 -0.78  0.04
18 C 3.72 0.23 -0.23  0.80
19 C 2.52 -0.47 -0.08  -1.00
20 C 5.16 -0.16 -0.09  -0.56
21 C 5.91 1.08 -0.58  -0.35
22 O 4.92 2.08 -0.99  -0.52
23 C -0.64 -2.79 0.61  -0.24
24 N -0.35 -3.54 1.66  -0.05
25 H 0.82 -3.23 3.46  0.43
26 H 1.17 -0.74 2.35  0.56
27 H -0.14 -1.12 -1.22  0.41
28 H -0.49 2.00 0.75  0.62
29 H -2.64 3.29 0.68  0.43
30 H -2.48 -1.54 -0.67  0.28
31 H -5.52 -0.94 -0.07  0.26
32 H -5.13 -0.62 -1.78  0.29
33 H -6.32 1.41 -1.64  0.29
34 H -6.70 1.06 0.06  0.27
35 H 0.38 1.89 -1.29  0.70
36 H 2.53 3.16 -1.57  0.42
37 H 2.57 -1.51 0.26  0.51
38 H 5.44 -0.39 0.95  0.26
39 H 5.42 -1.03 -0.70  0.27
40 H 6.56 0.89 -1.44  0.28
41 H 6.52 1.54 0.21  0.28
42 H -1.17 -3.09 -0.28  0.45
43 H -0.67 -4.51 1.77  0.26

Results
max |F|: 2.03 eV/A
LUMO level: -2.9 eV
orbital gap: 7.9 eV
total charge: +1
SMILES: c1cn(C(c2ccc3c(c2)CCO3)c2ccc3c(c2)CCO3)c[nH+]1
2S+1: 1

=====

| no. | highest occupied orbital energy (eV) |
| --- | --- |
| 1 | -11.6 |
| 2 | -10.8 |